Molecular formula: C51H149N11O18
Method: DFT, ωB97M-V/def2-TZVPD

Energy, eV: -108539.2638
Energy above the lowest of the compared OMol25 structures with the same formula, charge and spin, eV: 0.000
LUMO energy, eV: 0.45
HOMO level, eV: -8.5
Net charge: 0
Kohn-Sham gap, eV: 8.93

The geometry in XYZ format:
```
229
Properties=species:S:1:pos:R:3:forces:R:3
C 2.35258 3.87869 -2.08245 -0.87 -0.96 -0.44
C 1.60204 4.27825 -0.84937 -0.27 0.11 1.95
C 0.27513 3.50866 -0.76324 -1.41 0.34 -1.33
O -0.48038 3.91188 0.34406 0.86 1.26 0.78
C -1.80612 3.48542 0.38135 -0.05 -1.69 -1.33
N 2.46164 4.12121 0.36722 -0.75 0.17 0.06
H 1.78654 4.29055 -2.92961 0.49 -0.28 -0.14
H 2.34224 2.77246 -2.13134 -0.13 0.28 -0.27
H 3.39799 4.12459 -2.11895 0.32 0.67 0.15
H 1.29357 5.32455 -0.84419 0.28 0.19 -0.24
H 0.44098 2.45103 -0.67452 0.41 -0.99 -0.13
H -0.40875 3.65029 -1.68909 1.27 -0.05 0.96
H -1.83337 2.41426 0.70702 -0.30 0.75 0.25
H -2.21484 3.45008 -0.65763 -0.01 0.39 0.54
H -2.38213 4.16314 0.99656 -0.09 -0.06 0.22
H 2.76005 3.16805 0.48548 0.38 -0.59 -0.35
H 1.92397 4.24744 1.23294 -0.09 0.37 -0.59
C -7.68637 3.69630 -2.96020 -1.30 -0.53 -0.38
C -6.18294 3.66452 -3.27550 -0.74 1.08 -0.74
C -5.42735 3.33851 -2.04951 1.52 -1.01 -0.01
O -5.77918 2.09384 -1.48500 0.93 -0.79 0.31
C -4.78515 1.75392 -0.49573 -1.95 -0.92 0.80
N -5.86344 2.90446 -4.45956 -3.18 -0.72 0.73
H -8.09755 2.77485 -2.51112 0.46 0.15 -0.24
H -8.33112 3.93321 -3.81778 0.56 -0.37 -0.31
H -8.00286 4.48814 -2.29278 0.59 0.28 0.61
H -5.96181 4.73433 -3.45152 0.28 -0.42 -0.27
H -5.68128 4.07841 -1.34879 -0.01 1.38 1.32
H -4.32489 3.32963 -2.22714 -0.67 0.35 -0.08
H -4.96896 2.44625 0.37253 1.19 -0.20 -0.77
H -3.77054 1.65509 -0.94708 -0.55 0.51 0.61
H -5.08467 0.76415 -0.04146 0.38 0.75 -0.76
H -5.04100 3.02759 -4.90777 3.25 1.43 -1.13
H -5.95719 1.91383 -4.34848 -0.47 -0.30 0.44
C 4.71922 0.81377 7.97894 -0.02 1.37 0.55
C 3.77764 -0.30266 7.61761 -0.66 -0.84 0.15
C 2.71719 0.14501 6.57718 -1.21 -0.20 1.21
O 1.70558 1.02029 7.12592 0.77 0.00 1.20
C 0.52814 1.24960 6.36367 0.72 -1.44 -1.10
N 4.55740 -1.41805 6.98218 -1.08 0.76 -0.08
H 4.15348 1.65032 8.43002 0.12 -0.42 -0.02
H 5.22644 1.27608 7.13271 -0.09 -0.31 -0.44
H 5.52189 0.56453 8.68306 -0.33 -0.35 0.01
H 3.20519 -0.63202 8.53332 0.65 0.20 -0.69
H 2.21599 -0.71305 6.12495 0.08 -0.23 0.11
H 3.25486 0.65158 5.83247 0.69 0.86 -1.51
H 0.86433 1.09269 5.32363 -0.69 0.31 -0.10
H 0.16293 2.27105 6.48443 0.20 -0.31 0.14
H -0.26085 0.48576 6.56979 0.45 0.52 0.08
H 3.98962 -2.25222 6.98312 -0.13 -0.22 -0.08
H 5.37355 -1.64308 7.51615 0.44 0.09 0.40
C 0.59621 4.01447 8.37697 1.28 -0.08 0.01
C 1.69921 4.99353 7.92375 -0.42 -1.06 1.45
C 2.32785 4.38136 6.70527 0.44 0.59 -0.02
O 1.33982 4.19967 5.75943 -1.27 -0.73 -1.75
C 1.73008 3.70886 4.45910 -0.45 2.24 0.52
N 1.11153 6.30465 7.81490 0.28 0.38 -0.61
H -0.21627 3.99998 7.66430 -0.14 0.02 -0.19
H 0.24791 4.36061 9.30500 -0.79 0.43 1.33
H 0.98423 3.00210 8.53324 -0.05 0.15 -0.21
H 2.50106 5.10644 8.70102 -0.54 -0.53 -0.49
H 2.73599 3.43476 7.04007 0.55 -0.38 -0.18
H 3.08660 5.06122 6.32305 0.59 0.00 -0.22
H 0.86003 3.57120 3.82172 -0.36 0.07 0.31
H 2.26919 2.81087 4.45695 0.80 -1.42 0.42
H 2.33852 4.48452 3.97954 0.10 -0.08 -0.08
H 0.20484 6.24352 7.35881 0.23 0.11 -0.19
H 1.75399 6.80902 7.20923 -0.48 0.57 0.00
C -2.09681 0.99896 -6.53808 1.74 -1.15 0.24
C -3.18136 0.69387 -5.55479 -1.30 0.16 -0.36
C -3.80313 -0.65574 -5.81365 -0.85 -0.06 -1.90
O -2.82447 -1.66264 -5.66544 -0.05 0.58 1.72
C -2.84576 -2.71221 -6.56065 -0.22 -0.19 -1.38
N -2.67460 0.80928 -4.17400 -1.84 0.91 0.45
H -1.81735 2.02522 -6.38241 0.56 0.31 -0.10
H -2.38388 0.88034 -7.59638 -0.04 -0.16 0.54
H -1.22533 0.29403 -6.28335 -0.91 1.15 -0.73
H -3.96968 1.42981 -5.78619 0.03 -0.17 0.70
H -4.26133 -0.74374 -6.85303 0.71 0.41 0.91
H -4.66986 -0.73086 -5.16835 -0.16 -0.66 0.66
H -2.13374 -3.44482 -6.21716 0.27 -0.21 -0.06
H -2.57643 -2.33201 -7.56553 0.04 -0.37 0.21
H -3.81379 -3.20547 -6.65213 -0.26 0.03 0.17
H -3.36977 0.61130 -3.39850 0.87 0.11 -1.55
H -1.92617 0.17661 -4.11625 1.15 -1.08 0.49
C 0.44123 -7.14022 -2.62310 -0.70 0.12 -1.26
C 1.20756 -8.45388 -2.69370 0.00 0.17 0.32
C 1.37243 -8.89909 -1.24462 -0.31 -0.71 -0.12
O 1.87708 -10.22051 -1.20138 0.02 0.19 -1.68
C 2.12026 -10.79604 0.02900 -0.43 0.37 0.86
N 0.51003 -9.46930 -3.50292 -0.35 -0.49 0.61
H 0.14110 -6.84921 -3.67696 0.59 0.07 1.17
H 0.99830 -6.34058 -2.08652 -0.34 -0.51 -0.58
H -0.51332 -7.31721 -2.10365 0.28 0.21 0.01
H 2.19151 -8.25845 -3.14983 -0.24 -0.30 0.08
H 0.36672 -8.78183 -0.79858 0.20 -0.52 0.25
H 2.04315 -8.26322 -0.70179 0.52 0.68 0.38
H 1.13896 -10.97785 0.51070 0.50 -0.66 0.07
H 2.61841 -10.08154 0.68239 0.39 0.11 0.25
H 2.78587 -11.67077 -0.10465 -0.76 0.31 0.13
H 0.91205 -10.36659 -3.22497 0.40 0.14 -0.41
H -0.44854 -9.63692 -3.15611 0.32 0.78 -0.17
C 3.92780 3.01946 -6.46351 0.71 0.03 -0.78
C 3.64256 2.21177 -5.22859 0.42 -0.61 1.05
C 2.27045 1.58271 -5.27034 -0.87 -0.71 -0.55
O 2.19306 0.62618 -4.26572 0.57 -1.19 1.12
C 0.97240 0.11451 -3.78846 0.47 0.49 0.45
N 4.69941 1.17505 -5.04644 0.12 3.05 -2.00
H 3.77901 2.45514 -7.41064 -0.02 0.15 0.60
H 4.99390 3.26417 -6.40843 -0.14 0.19 -0.19
H 3.36521 3.95198 -6.53984 -0.09 -0.13 0.14
H 3.67133 2.90218 -4.34771 0.04 -0.61 -0.54
H 2.02703 1.06618 -6.22295 0.37 0.41 -0.04
H 1.50451 2.30276 -5.08889 -0.69 1.02 -0.10
H 1.23310 -0.77982 -3.20209 -0.29 0.33 -0.25
H 0.21952 -0.11635 -4.52602 0.05 -0.42 -0.87
H 0.48738 0.85653 -3.15566 -0.06 0.17 0.51
H 4.52260 0.52890 -4.35081 -0.58 -1.42 1.48
H 4.82364 0.71769 -5.93424 0.17 -0.42 -0.07
C 4.88340 -4.07033 -4.53077 -1.79 -0.12 1.48
C 4.02516 -3.02988 -5.22808 -0.42 1.34 -0.42
C 2.58272 -3.51496 -5.52704 0.87 -0.08 0.34
O 1.74533 -2.47334 -6.06003 1.18 -1.21 -0.39
C 0.47536 -2.95300 -6.43765 -0.33 0.94 -0.75
N 4.07966 -1.73295 -4.53683 -0.03 -0.61 0.03
H 5.87799 -3.73004 -4.38753 0.90 0.39 -0.04
H 4.87486 -4.99283 -5.06459 0.16 -0.74 -0.57
H 4.47587 -4.33140 -3.50371 0.27 0.46 -1.00
H 4.48275 -2.75631 -6.17475 0.12 -0.51 -0.51
H 2.14073 -3.88320 -4.61006 -0.28 -0.06 0.55
H 2.73111 -4.40492 -6.16063 -0.60 0.35 -0.47
H -0.04791 -3.29027 -5.54539 -0.33 -0.11 0.12
H 0.43635 -3.77098 -7.21055 0.48 0.62 0.64
H -0.02133 -2.04595 -6.87225 0.08 -0.93 0.43
H 3.49579 -1.06738 -5.03358 -0.06 -0.10 0.05
H 3.63464 -1.85266 -3.64528 -0.27 0.11 0.63
C 4.69799 -3.35468 2.99578 -1.27 -1.29 -0.06
C 4.22564 -1.94738 2.76076 0.49 0.73 0.45
C 2.92742 -1.66770 3.54602 -0.35 -1.21 -1.42
O 1.95747 -2.58750 2.99366 1.14 0.82 -1.00
C 0.77524 -2.73405 3.69888 0.17 0.50 1.15
N 5.17203 -0.88405 3.16064 -0.56 -0.09 1.24
H 4.70467 -3.57686 4.05378 0.34 -0.11 0.48
H 5.65851 -3.58558 2.54876 0.17 0.13 -0.06
H 3.92331 -4.05297 2.56525 0.85 0.61 0.30
H 4.12112 -1.92526 1.69500 -0.65 0.77 -0.72
H 2.58457 -0.61369 3.49936 0.26 -0.55 0.03
H 3.13872 -1.96807 4.56515 -0.07 0.19 0.56
H 0.15834 -3.45648 3.17146 -0.02 -0.14 0.12
H 0.21780 -1.77019 3.74853 0.22 -0.52 0.29
H 1.08682 -3.10532 4.70948 -0.96 0.24 -0.35
H 6.01925 -0.86382 2.64830 0.69 -0.20 -1.16
H 5.51863 -1.10845 4.09899 -0.48 0.27 0.05
C -2.39076 -1.28574 0.09167 0.81 1.75 -0.05
C -1.23551 -0.82588 -0.79410 -1.26 -0.10 -1.92
C -0.05305 -0.52962 0.04297 0.82 1.39 -0.48
O -0.48221 0.32555 1.06752 1.31 0.08 0.99
C 0.62534 0.78996 1.88124 -1.28 0.70 -0.82
N -0.84632 -1.92110 -1.72266 0.62 -0.22 0.66
H -3.22081 -1.57993 -0.48822 -1.05 -0.36 -0.69
H -2.64881 -0.49440 0.79737 -0.22 -0.12 -0.05
H -2.02264 -2.10331 0.64780 0.25 -1.24 0.84
H -1.54058 0.05678 -1.41451 0.27 -0.47 0.55
H 0.78407 -0.05640 -0.55074 -0.63 -0.35 0.36
H 0.30359 -1.48640 0.38200 0.45 -0.57 0.74
H 0.15987 1.24607 2.76355 0.28 0.37 -0.40
H 1.23923 1.47887 1.26851 -0.23 -0.10 0.63
H 1.24198 0.00211 2.25475 0.37 -0.88 -0.11
H -1.19534 -2.79002 -1.32199 -0.10 0.04 -0.34
H -1.14524 -1.86018 -2.68009 -0.51 0.28 -0.08
C -3.74650 4.91349 3.55833 -0.46 -1.75 0.00
C -3.00546 3.91274 4.46439 0.02 0.92 -1.31
C -2.63252 4.63345 5.70079 1.78 1.66 2.09
O -3.76103 5.20987 6.32500 -1.21 -0.47 -1.04
C -3.62339 6.21329 7.27777 0.32 -0.19 0.96
N -3.85736 2.79405 4.68899 -1.81 -0.43 -0.39
H -3.19478 5.80909 3.49617 0.77 1.04 -0.59
H -4.63648 5.16677 4.11209 -0.57 0.11 -0.08
H -4.02587 4.46111 2.58412 0.32 0.45 0.56
H -2.06869 3.57120 3.99069 -0.28 0.04 0.07
H -1.87409 5.43812 5.47331 -0.56 -0.56 0.02
H -2.13111 3.97718 6.44189 -0.10 -0.05 -0.30
H -3.12355 7.11290 6.91545 0.10 0.05 -0.27
H -3.04696 5.81391 8.12226 0.07 0.25 0.15
H -4.61894 6.49969 7.66945 0.44 -0.29 -0.45
H -3.45090 2.15033 5.30788 0.87 -1.01 1.14
H -4.73234 3.06809 5.15346 0.42 0.10 -0.43
C -3.01876 -4.13686 -3.28876 -0.62 -1.29 0.60
O -3.85718 -3.01131 -3.22413 -0.39 -0.44 1.71
H -1.99438 -3.93518 -3.62209 -0.01 0.13 0.28
H -3.05229 -4.66390 -2.29019 0.42 0.86 -0.93
H -3.45358 -4.86686 -3.97789 0.16 -0.09 -0.24
H -3.70384 -2.43841 -3.94541 0.53 0.86 -1.45
C -6.71451 -0.48134 -2.66312 1.39 0.98 0.36
O -6.87668 0.41297 -3.80202 0.95 -1.68 1.11
H -7.54231 -0.42138 -1.95808 -0.16 -0.09 -0.23
H -6.47512 -1.49235 -2.94938 -0.45 -0.49 -0.46
H -5.81725 -0.16446 -2.08619 -0.63 0.10 -0.48
H -7.79746 0.58342 -3.84512 -1.25 0.44 -0.35
C -1.13553 3.79646 -4.33088 -2.30 0.88 -0.92
O -2.31082 3.50646 -3.55029 1.07 -0.18 0.33
H -0.36586 3.06337 -4.15244 0.53 -0.01 0.00
H -1.55884 3.72939 -5.36279 1.24 0.18 0.22
H -0.84502 4.84173 -4.16084 0.25 -0.46 0.12
H -2.31937 2.53498 -3.67662 -0.82 -0.08 0.27
C 4.67299 2.65951 3.30642 -0.06 -2.39 -0.25
O 3.58532 1.88285 2.67306 1.92 -0.73 0.70
H 5.27284 1.92166 3.90196 -0.25 0.73 -0.42
H 5.29854 3.07733 2.52960 0.09 0.44 -0.01
H 4.27882 3.36317 4.00073 -0.31 0.75 0.16
H 4.04932 0.99106 2.65268 -1.10 0.95 -0.16
C 2.70309 -2.94163 -1.06360 -0.14 1.11 0.46
O 1.65566 -3.38531 -1.89763 -0.80 0.68 0.01
H 3.46172 -3.68564 -0.92269 -0.12 -1.03 0.41
H 3.29483 -2.18484 -1.56979 -0.09 0.74 -0.06
H 2.32825 -2.52158 -0.08601 0.46 -0.56 -0.78
H 0.98889 -2.63203 -1.93415 0.47 -0.98 0.08
C -0.07669 -4.99851 0.45567 0.46 -0.35 -0.40
O -0.79788 -4.97395 -0.78364 -0.21 0.21 0.93
H -0.72632 -5.49084 1.17260 -0.24 0.35 0.23
H 0.78819 -5.70614 0.36922 -0.23 0.89 0.04
H 0.23560 -3.96953 0.80004 -0.21 -1.10 -0.30
H -0.24143 -4.51043 -1.40549 0.59 0.09 -0.43
C -2.24095 -0.16583 3.84202 0.37 -0.68 -0.02
O -3.39329 0.29222 3.20828 -0.67 0.66 -0.39
H -1.53554 0.65145 4.05924 -0.12 -0.22 0.28
H -2.52031 -0.75502 4.72701 0.34 0.32 0.29
H -1.70706 -0.88228 3.18698 -0.35 0.50 0.03
H -3.70913 1.12672 3.62960 0.28 -0.47 -0.37
```
Forces are in eV/Å.

Atomic partial charges in e from the Löwdin method, atoms 1 to 6: number 1, C, carries -0.071; number 2, C, carries -0.409; number 3, C, carries -0.209; number 4, O, carries -0.193; number 5, C, carries -0.100; number 6, N, carries 0.056